1.
Molecular formula: C31H42BFIN5O4
Method: DFT, the ωB97M-V functional and the def2-TZVPD basis

```
85
Properties=species:S:1:pos:R:3:forces:R:3:mulliken_charge:R:1
C 2.1342 -1.2613 3.5032 -0.686 1.137 -1.135 -0.28
C 2.8384 -0.2850 2.3452 0.092 -0.563 0.561 -0.30
C 2.5326 -0.8642 0.8065 0.649 1.410 0.118 0.06
C 1.2845 -0.0268 0.0729 1.280 -0.674 -0.198 -0.01
C -0.1696 -0.4916 0.6697 0.001 -0.609 -0.823 0.12
C -1.3195 0.6826 0.6869 0.078 0.048 -1.455 0.44
C -0.7969 2.0783 1.3755 0.942 0.016 -1.785 -0.12
O -1.8218 2.8299 2.1160 2.829 -0.730 1.841 -0.37
C -1.1988 3.2830 3.3794 -1.052 0.509 0.828 -0.19
C -0.3200 4.6619 3.2524 0.553 0.852 0.379 -0.52
C 1.2275 4.4485 2.7352 5.099 -2.249 2.852 0.59
O 2.2585 4.0378 3.4894 -7.519 3.055 -5.756 -0.50
F 1.4620 4.6999 1.2644 -0.806 -0.650 4.216 -0.28
O -2.6416 0.2143 1.2125 2.673 0.261 1.912 -0.29
C -2.5156 -0.2765 2.5933 -0.199 1.082 -0.219 -0.50
I -2.6604 -2.5010 2.4922 0.358 0.578 -0.012 0.01
B -3.7941 0.1766 3.5765 -1.030 0.191 0.960 0.74
N -4.0465 -0.6769 4.8113 0.350 2.501 -0.668 -0.54
O -4.7017 1.3075 3.2999 2.448 -0.843 0.879 -0.58
H 2.0567 -2.3319 3.0184 0.177 2.051 1.474 -0.06
H 2.6945 -1.2350 4.5302 -1.068 -0.209 -2.077 0.37
H 1.0419 -0.8073 3.6478 2.171 -1.311 -0.043 -0.10
H 3.9896 -0.2736 2.6001 -2.190 -0.062 -0.870 0.38
H 2.4808 0.8464 2.4470 0.648 -2.434 -0.253 -0.03
H 2.3480 -2.0287 0.8033 0.310 2.356 0.067 0.31
H 3.5217 -0.6093 0.1888 -2.411 -0.787 1.202 -0.49
H 1.5462 1.1046 0.2164 -0.663 -1.976 -0.131 0.11
H 1.4162 -0.2503 -1.0875 -0.662 0.475 2.609 -0.03
H 0.0210 -1.0132 1.6994 -0.558 1.288 -1.727 -0.11
H -0.5790 -1.3427 -0.0584 0.834 1.912 1.629 0.17
H -1.5333 0.9435 -0.4583 0.265 -0.724 2.561 -0.14
H -0.4424 2.7935 0.4878 -0.632 -1.628 1.857 0.23
H 0.1704 1.8228 1.9825 -1.890 0.609 -0.635 -0.07
H -0.5757 2.4480 3.9330 -1.059 1.585 -1.375 0.23
H -2.1065 3.5325 4.1132 1.949 -0.321 -1.663 0.30
H -0.2360 5.1033 4.3582 0.133 -1.106 -2.435 0.34
H -0.8450 5.5130 2.6173 1.090 -2.140 1.064 0.29
H -1.4919 -0.0038 3.1171 -1.834 -0.684 -1.288 0.07
H -3.2095 -0.7099 5.4354 -1.009 -0.514 -0.813 0.25
H -4.8729 -0.3551 5.3621 1.110 -0.218 -0.628 0.22
H -4.2377 2.1747 3.4968 -0.744 -1.600 -0.722 0.29
C 5.9967 2.1731 -2.9092 0.003 -0.015 0.004 -0.07
C 4.6716 2.5808 -3.0196 0.236 -0.096 0.036 -0.84
C 3.6887 1.7709 -2.4736 0.121 -0.857 0.463 0.11
N 3.9420 0.6037 -1.8421 0.829 0.690 -0.557 -0.16
C 5.2378 0.2332 -1.7521 -0.918 0.187 -0.043 -0.11
C 6.2896 0.9767 -2.2627 -0.088 0.241 -0.134 -0.69
H 6.7947 2.7823 -3.3237 -0.094 -0.069 0.051 0.37
H 4.4102 3.5072 -3.5184 0.005 -0.083 0.058 0.36
H 2.6399 2.0473 -2.5312 0.067 0.025 -0.006 0.25
H 5.4147 -0.7096 -1.2420 0.032 0.059 -0.027 0.39
H 7.3121 0.6314 -2.1597 -0.104 0.014 0.001 0.36
C 0.4506 -7.4379 3.1519 -0.019 0.020 -0.019 -0.17
C 1.4278 -7.4020 4.1410 -0.182 0.028 -0.181 -0.40
C 1.9543 -6.1711 4.4982 -0.205 0.857 -0.328 -0.28
N 1.5762 -5.0011 3.9382 -0.388 -0.935 -0.286 -0.32
C 0.6270 -5.0678 2.9796 0.679 0.217 0.620 0.10
C 0.0390 -6.2494 2.5577 0.103 -0.263 0.146 -0.73
H 0.0136 -8.3841 2.8463 0.049 0.105 0.035 0.37
H 1.7709 -8.3106 4.6226 -0.019 0.093 -0.029 0.35
H 2.7171 -6.0904 5.2672 -0.048 -0.046 -0.049 0.36
H 0.3422 -4.1143 2.5438 -0.050 -0.075 0.009 0.36
H -0.7208 -6.2436 1.7844 0.068 0.035 0.065 0.35
C -0.6772 -0.7809 -5.4274 0.024 -0.025 0.032 -0.07
C -1.1479 -1.8774 -4.7129 0.159 0.259 -0.122 -0.73
C -1.0053 -1.8723 -3.3346 0.363 0.641 0.528 -0.26
N -0.4311 -0.8641 -2.6424 -0.178 0.034 -1.112 0.00
C 0.0180 0.1861 -3.3634 -0.330 -0.695 0.461 0.11
C -0.0826 0.2740 -4.7426 -0.103 -0.259 -0.081 -1.02
H -0.7725 -0.7485 -6.5088 -0.017 0.012 0.150 0.41
H -1.6151 -2.7158 -5.2170 0.026 0.082 0.070 0.40
H -1.3596 -2.7036 -2.7322 0.004 0.035 -0.060 0.40
H 0.4773 0.9822 -2.7841 -0.017 -0.018 -0.044 0.40
H 0.2938 1.1430 -5.2702 -0.041 -0.062 0.063 0.37
C -5.1563 3.2843 -5.5171 0.004 -0.003 0.001 -0.20
C -4.6396 2.7885 -4.3247 -0.091 0.096 -0.263 -0.54
C -3.8433 1.6556 -4.3760 0.299 -0.551 -0.702 -0.21
N -3.5415 1.0005 -5.5184 -0.619 0.858 -0.044 -0.26
C -4.0589 1.5044 -6.6598 0.392 -0.411 0.747 -0.22
C -4.8617 2.6327 -6.7102 -0.045 0.115 0.240 -0.45
H -5.7835 4.1711 -5.5166 0.070 -0.102 -0.001 0.36
H -4.8515 3.2726 -3.3782 0.033 -0.069 -0.074 0.36
H -3.4139 1.2319 -3.4728 -0.035 0.033 -0.028 0.48
H -3.8035 0.9585 -7.5637 -0.043 0.067 0.034 0.35
H -5.2484 2.9943 -7.6562 0.042 -0.050 0.076 0.35
```
Positions in Å, forces in eV/Å.

Output
strongest force on any atom = 9.95 eV Å⁻¹
frontier orbital gap = 0.315 Eh
highest occupied orbital energy = -8.66 eV
electronic energy = -2203.3957 a.u.

2.
Molecular formula: C31H42ClN9OP
Method: DFT, the ωB97M-V functional and the def2-TZVPD basis

```
85
Properties=species:S:1:pos:R:3:forces:R:3:mulliken_charge:R:1
C 1.2026 -4.5590 6.5182 -0.289 -0.321 0.231 -0.08
C 0.4875 -4.7664 5.5849 0.261 -0.278 -0.133 -0.37
N -0.1853 -5.2138 4.4794 -0.007 0.443 0.456 0.38
C -0.1182 -4.6092 3.3161 0.145 0.421 -0.475 -1.42
N -0.7902 -5.1079 2.1956 -0.044 0.135 1.142 1.29
C -0.0376 -6.1983 1.4588 -2.154 0.462 -0.406 -0.55
C -0.8271 -6.5607 0.2023 0.281 0.724 -0.269 -0.59
C -0.8734 -5.6444 -0.8371 -0.191 -0.300 0.145 -0.70
C -2.1496 -5.4987 2.4817 -0.879 -1.187 0.395 0.23
C -3.2026 -4.6477 2.2404 0.521 1.443 -0.604 -0.66
C -4.5255 -4.9903 2.4687 0.111 -0.622 0.043 -0.32
N -4.8621 -6.1956 2.9253 0.276 0.436 -0.045 -0.57
C -3.8451 -7.0123 3.1760 -0.191 -1.280 0.341 -0.55
C -2.4983 -6.7610 2.9855 0.433 0.910 -0.247 -0.45
N 0.6813 -3.4721 3.2457 -0.838 -1.900 -0.991 0.49
C 0.0421 -2.3497 2.5092 0.640 1.515 0.138 -0.74
C -0.6552 -1.3598 3.4670 -1.007 -0.220 -0.317 -1.06
C -2.1915 -1.4864 3.4173 0.309 0.000 0.459 -0.50
C -2.7968 -0.8442 2.1677 -0.265 0.303 0.327 -0.62
N -4.1767 -1.2937 1.8761 0.648 -0.122 -0.466 -0.56
P 2.3252 -3.7669 2.6213 1.798 1.143 -0.011 0.22
O 2.1923 -3.7227 0.9870 -0.862 -0.358 0.848 -0.46
Cl 2.7503 -5.7693 3.0488 -0.560 0.265 0.021 -0.17
H 1.7652 -4.5028 7.4228 0.063 0.308 -0.085 0.45
H -0.7512 -6.0489 4.6046 -0.032 0.005 -0.243 0.36
H 0.1327 -7.0913 2.0659 0.047 0.151 0.077 0.40
H 0.8953 -5.7936 1.0936 0.141 -0.159 0.346 0.75
H -1.3218 -7.5282 0.1227 1.752 -0.784 -0.562 0.41
H -1.5282 -4.7671 -0.8028 1.615 1.071 0.910 0.28
H -0.2817 -5.7584 -1.7469 -1.700 -1.117 -0.860 0.29
H -2.9891 -3.6596 1.8464 -0.078 -0.103 -0.027 0.33
H -5.3184 -4.2878 2.2408 0.029 -0.013 0.092 0.44
H -4.1062 -8.0036 3.5431 -0.133 0.157 0.011 0.38
H -1.7462 -7.5088 3.2134 -0.192 -0.161 -0.059 0.43
H -0.6125 -2.6625 1.6917 0.012 -0.329 0.189 0.57
H 0.8561 -1.7838 2.0405 0.031 -0.216 -0.010 0.66
H -0.3297 -1.5440 4.4911 0.274 0.189 -0.107 0.37
H -0.4233 -0.3359 3.1621 0.357 -0.071 0.217 0.47
H -2.6169 -0.9744 4.2849 0.025 -0.137 0.016 0.47
H -2.4459 -2.5429 3.5404 -0.268 0.114 -0.202 0.15
H -2.8450 0.2333 2.3636 0.345 -0.049 -0.044 0.37
H -2.1223 -0.9656 1.3100 -0.190 -0.136 -0.041 0.27
H -4.7986 -0.4954 1.8750 -0.099 -0.087 0.119 0.28
H -4.1766 -1.6274 0.9182 -0.320 -0.108 0.057 0.24
H 1.2702 -3.7592 0.6826 0.191 -0.111 -0.382 0.39
N -1.6802 2.3295 0.3833 0.028 -0.008 -0.032 0.09
C -1.5774 3.6780 0.1718 0.000 -0.064 0.021 -0.54
C -0.2730 3.9602 -0.1280 0.014 0.066 -0.029 -0.19
C 0.4413 2.7331 -0.1021 -0.004 -0.034 0.016 -0.64
C -0.4533 1.7457 0.2132 -0.023 -0.041 0.087 -0.50
H -2.5235 1.8442 0.6241 -0.022 0.018 -0.045 0.19
H -2.4381 4.3167 0.2544 0.004 -0.012 0.062 0.28
H 0.1251 4.9379 -0.3433 -0.014 0.004 0.019 0.48
H 1.4914 2.5925 -0.2947 -0.010 -0.006 -0.025 0.39
H -0.3240 0.6826 0.3312 0.017 0.004 -0.030 0.41
N 3.9673 2.9178 -2.3357 0.015 -0.065 -0.078 0.05
C 3.5131 1.7552 -2.9004 -0.023 0.045 0.086 -0.39
C 3.8216 1.7862 -4.2331 -0.010 -0.065 -0.011 -0.64
C 4.4923 3.0128 -4.4835 0.043 0.033 0.045 0.33
C 4.5689 3.6866 -3.2947 -0.015 0.047 0.054 -0.68
H 3.8740 3.1677 -1.3692 0.031 0.022 -0.004 0.21
H 3.0107 1.0110 -2.3062 -0.014 -0.003 -0.026 0.39
H 3.5934 1.0158 -4.9506 0.000 0.011 -0.004 0.38
H 4.8736 3.3583 -5.4288 -0.042 -0.021 -0.018 0.02
H 4.9966 4.6435 -3.0483 -0.004 0.000 -0.017 0.35
N 4.9389 5.0473 -7.7410 -0.030 -0.032 -0.118 0.02
C 4.8881 3.8250 -8.3566 0.030 -0.002 0.098 -0.42
C 4.0667 3.9364 -9.4456 0.006 -0.033 -0.003 -0.44
C 3.6064 5.2798 -9.4930 -0.012 0.023 -0.010 -0.42
C 4.1633 5.9391 -8.4311 0.008 0.036 0.087 -0.49
H 5.4635 5.2574 -6.9126 0.019 0.025 -0.020 0.21
H 5.4386 2.9855 -7.9667 -0.005 -0.010 -0.029 0.39
H 3.8230 3.1442 -10.1336 0.009 0.005 -0.001 0.41
H 2.9433 5.7113 -10.2239 0.009 0.001 0.001 0.39
H 4.0749 6.9620 -8.1070 -0.016 -0.002 -0.017 0.37
N -2.4290 7.1647 0.1547 0.023 0.060 0.046 0.01
C -2.6614 7.4279 1.4783 -0.010 -0.081 -0.011 -0.42
C -1.8837 8.4952 1.8370 -0.004 -0.005 0.020 -0.43
C -1.1562 8.8956 0.6835 0.016 -0.003 -0.006 -0.40
C -1.5157 8.0580 -0.3374 0.027 -0.064 -0.046 -0.54
H -2.8615 6.4318 -0.3746 -0.036 0.072 -0.069 0.24
H -3.3567 6.8345 2.0477 0.003 0.025 0.018 0.37
H -1.8408 8.9415 2.8163 -0.007 0.005 -0.008 0.40
H -0.4509 9.7065 0.6129 -0.011 0.003 -0.003 0.41
H -1.2023 8.0192 -1.3667 0.003 0.021 0.006 0.39
```
Positions in Å, forces in eV/Å.

Output
strongest force on any atom = 2.30 eV Å⁻¹
frontier orbital gap = 0.170 Eh
highest occupied orbital energy = -9.19 eV
total charge = +1
electronic energy = -2575.5557 a.u.

- Which of these has the lowest electronic energy?
  C31H42ClN9OP

- Which value of frontier orbital gap does entry 2 give?
  0.170 Eh

- The highest frontier orbital gap belongs to which entry?
  C31H42BFIN5O4